# C6H15N2

The ion C6H15N2 with charge +1 in a non-equilibrium geometry (wB97M-V/def2-TZVPD, the OMol25 dataset).

## Properties
energy relative to the best compared isomer or geometry (same formula, charge and spin)	25.8	kcal per mole
orbital gap	9.19	eV
structure (SMILES)	CNC[C@H]1CCC[NH2+]1
net charge	+1

Positions of all 23 atoms, in Å:
H  0.5222  1.5877  0.5495
H  -2.2601  0.8520  -2.5321
H  -3.2904  -0.5875  -0.4476
H  -1.8009  -0.9017  -2.3699
H  3.1371  0.2516  2.7825
N  -0.3812  0.4319  -1.6796
H  -0.2094  1.4200  -1.4908
H  3.3442  -0.0982  1.0208
H  -1.2221  -0.3985  1.3260
C  2.7595  -0.2955  1.9208
C  -2.3731  0.0061  -0.5126
N  1.3569  -0.0095  1.6502
H  -1.3301  -1.7794  0.2742
H  -2.6168  0.9727  -0.0630
C  0.0769  -0.2853  -0.3953
C  -1.8289  0.0789  -1.9144
H  0.8204  0.3481  2.4205
H  0.5663  -1.2004  -0.7129
H  2.8997  -1.3615  2.1248
H  0.2160  0.1915  -2.4755
H  1.8866  0.8520  -0.1635
C  -1.2625  -0.6915  0.2810
C  0.9897  0.6168  0.4070

Results of the Löwdin charge analysis, in e, for atoms 1 through 8: 0.13, 0.14, 0.13, 0.14, 0.08, 0.09, 0.17, 0.08